Density functional theory data (ωB97M-V/def2-TZVPD) for 10 unconnected molecules or ions with the total composition C5H29NO10.

Element x y z (Å)
C 2.60078 -0.34922 -1.70093
C 1.31083 0.16562 -2.39057
C 0.12002 -0.77038 -2.16457
O -0.28076 -1.24694 -1.12314
N 0.88220 1.53937 -1.83835
C 1.38519 1.74689 -0.48281
C 1.31212 2.68881 -2.66759
H 2.29482 -1.28043 -1.20111
H 2.96496 0.25240 -0.90653
H 3.33321 -0.62856 -2.39826
H 1.56213 0.20877 -3.61436
H -0.37097 -0.94581 -3.16256
H 0.75886 1.07785 0.14208
H 2.44304 1.74121 -0.18757
H 1.26514 2.86158 -0.07523
H 2.39315 2.80161 -2.65887
H 0.68537 3.60304 -2.42216
H 1.09275 2.56321 -3.80050
O -2.89550 3.10683 3.42157
H -2.99437 2.16342 3.16770
H -3.21105 3.55151 2.67267
O -3.63824 0.80419 2.46717
H -2.83941 0.63968 1.91059
H -3.47536 0.22451 3.18389
O 1.01286 -0.43075 1.99482
H 0.25125 -1.08513 2.06131
H 1.16973 -0.16936 2.88350
O 2.49404 -2.50868 0.91717
H 2.26481 -2.72838 1.71737
H 1.86501 -1.92792 0.62085
O 0.77738 2.45970 2.31228
H 0.21057 2.73023 2.96273
H 0.42055 1.67377 1.92178
O -1.40535 0.27893 0.77934
H -1.70061 0.32847 -0.15993
H -0.51234 -0.10458 0.73003
O -1.68984 -2.70414 0.17570
H -1.41461 -2.38135 -0.62932
H -2.67026 -2.51033 0.37292
O -1.32498 -1.66959 2.65314
H -1.36406 -2.45592 3.07013
H -1.29709 -1.82410 1.79446
O -1.30913 -3.72027 -3.83690
H -0.50974 -3.72344 -3.27585
H -1.96707 -4.04631 -3.23610

Properties
- SMILES = C[C@@H](C=O)N(C)C.O.O.O.O.O.O.O.O.O
- relative energy (zero: lowest compared OMol25 entry of this formula, charge and spin) (eV) = 6.719
- E_LUMO (eV) = -0.057
- spin multiplicity = 1
- strongest force on any atom (eV/A) = 7.382